Record 1
Here is a cluster of 15 separate species, C62H141F6N16O28 in total at a distorted geometry from the Open Molecules 2025 dataset. Energies are from the ωB97M-V functional and the def2-TZVPD basis.

```
253
Properties=species:S:1:pos:R:3:forces:R:3
C -3.496213 -2.979138 6.128171 1.5 1.9 -0.4
O -3.580100 -1.628129 5.579915 -0.4 -0.8 0.3
C -4.255500 -0.733002 6.497638 0.7 -0.8 -1.7
C -5.765659 -0.742468 6.421704 0.1 -0.3 0.2
N -6.386728 -0.085959 5.301693 0.0 -0.5 -1.5
H -6.248424 0.899449 5.405074 0.1 0.6 0.0
H -5.607059 -0.497593 3.485245 0.1 -0.3 -0.1
C -7.874050 -0.316418 5.203788 2.4 -0.1 1.8
C -8.462138 0.402754 6.397682 -1.6 -1.7 -0.7
O -7.954920 1.687649 6.301154 -0.2 0.3 2.2
C -8.416180 2.320433 7.515265 -0.9 1.9 -2.3
H -2.812081 -2.900199 6.995297 0.0 -0.5 -0.3
H -3.091068 -3.624771 5.329174 -0.3 0.2 0.5
H -4.422374 -3.317130 6.515282 -1.1 -0.5 0.0
H -3.768609 0.252098 6.336944 -0.6 -0.4 0.2
H -4.043259 -1.106860 7.473641 0.5 0.1 1.1
H -5.960214 -0.298077 7.372838 -0.9 0.9 0.9
H -6.196589 -1.742336 6.569474 0.4 -0.1 -0.4
H -7.903017 -1.397170 5.203717 -1.0 -0.2 -0.1
H -8.248246 0.159261 4.334716 -0.2 0.1 -1.1
H -8.298168 -0.146450 7.366650 0.3 0.7 -0.7
H -9.560891 0.518116 6.303193 0.2 -0.6 0.0
H -9.354014 1.903591 7.864297 -0.1 -0.3 0.0
H -8.668616 3.330943 7.134317 0.4 -0.2 1.0
H -7.699928 2.280274 8.292302 0.9 0.1 0.7
C -1.553471 -0.937050 2.836370 0.0 1.0 0.3
O -0.703427 -0.707332 3.951050 0.4 1.3 0.4
C -0.234322 -1.831017 4.691548 -0.7 0.5 -1.6
C 0.687085 -1.236287 5.752216 0.9 -0.3 0.7
N 1.594616 -0.244790 5.037427 0.0 0.8 1.5
H 1.963882 -0.567362 4.105005 -0.3 0.1 -0.2
H 0.955897 0.567282 4.942915 0.7 -0.4 -0.6
C 2.816323 0.267138 5.861899 -2.5 -3.4 0.1
C 3.203906 1.567366 5.433844 1.5 3.0 -0.3
O 2.159200 2.474763 5.594144 -1.0 1.8 0.0
C 2.551963 3.872709 5.269470 1.1 -1.9 1.0
H -0.994225 -1.526065 2.124198 0.0 -0.3 -0.6
H -1.869578 0.064958 2.372161 0.6 -1.6 0.8
H -2.428468 -1.458680 3.197446 -0.5 -0.1 -0.2
H 0.278320 -2.481095 3.946344 0.2 0.1 0.7
H -1.127813 -2.354820 5.040400 0.3 -0.2 0.6
H 1.320706 -2.019370 6.272405 -0.7 0.9 -0.7
H 0.175990 -0.605532 6.535372 0.2 -1.0 -0.8
H 3.566648 -0.495815 5.719248 0.5 0.0 -0.1
H 2.484656 0.216367 6.897491 0.1 0.3 0.1
H 3.581941 1.640395 4.419906 0.2 -0.4 -0.5
H 4.017500 1.895655 6.086567 0.4 -0.2 0.0
H 3.510388 4.111448 5.809600 -0.9 -0.2 -0.5
H 1.785727 4.568215 5.549046 -0.5 -0.1 0.4
H 2.693533 3.913366 4.211332 0.3 0.2 -0.8
C 7.217734 -1.576680 -1.936297 -0.1 -0.8 -1.3
O 6.777640 -2.854936 -1.521810 -2.6 0.5 0.7
C 5.411448 -2.675350 -0.918573 0.6 -0.6 -0.4
C 5.323407 -3.644407 0.258622 0.4 -1.2 -0.6
N 6.694718 -3.602250 0.793235 1.1 -0.3 1.0
H 7.065853 -4.375442 1.389620 -0.9 0.2 -0.2
H 7.218911 -3.662366 -0.104336 0.3 0.4 0.5
C 7.083692 -2.379075 1.542629 0.8 0.9 1.3
C 8.291135 -2.736764 2.482473 -1.0 -0.5 -0.7
O 8.139225 -4.124159 2.779650 -0.3 0.4 0.5
C 9.257063 -4.594067 3.494582 1.6 -0.1 -1.1
H 8.163282 -1.764773 -2.425468 0.4 0.4 0.0
H 7.241567 -0.864779 -1.140946 0.4 0.5 0.7
H 6.505909 -1.206569 -2.665715 0.0 0.3 -0.4
H 4.614255 -2.844042 -1.625292 0.0 -0.5 -0.6
H 5.225047 -1.642256 -0.612688 0.7 -0.2 0.3
H 5.149519 -4.719201 0.058007 0.0 0.6 -0.7
H 4.543324 -3.410782 0.941511 -0.3 0.7 0.8
H 6.275944 -2.001485 2.188092 -0.1 -0.6 -0.6
H 7.354032 -1.546880 0.877049 -0.1 -0.5 0.0
H 8.322647 -2.110916 3.384293 -0.3 -0.2 -0.2
H 9.226913 -2.631876 1.973339 0.7 0.3 -0.4
H 10.167302 -4.420033 2.878226 -0.3 0.3 0.4
H 9.273112 -5.664383 3.598458 -0.7 -0.4 0.2
H 9.374099 -4.104379 4.443932 -0.1 0.2 0.5
C -1.831731 -8.147898 6.351789 3.7 -1.3 0.3
O -1.587225 -7.196224 5.338671 0.3 0.8 -0.3
C -0.246924 -6.688956 5.440499 -0.7 0.3 0.2
C 0.154238 -6.073221 4.122618 0.2 0.2 0.0
N 0.029892 -7.079775 3.027463 -0.2 -1.9 1.4
H -0.865352 -7.581024 3.194204 0.2 0.4 -0.5
H 0.088879 -6.604355 2.129240 -0.1 0.4 -1.0
C 1.081698 -8.210039 3.014938 0.8 2.3 -0.1
C 0.551358 -9.577414 2.790797 -1.6 -1.1 1.5
O -0.880138 -9.463353 2.947781 0.9 -1.8 -0.6
C -1.429806 -10.782782 2.680666 -1.9 1.1 0.6
H -1.237125 -9.028142 6.021892 -0.7 -0.2 0.2
H -2.824110 -8.451410 6.549660 -1.2 0.4 -0.2
H -1.250750 -7.902923 7.275580 -1.0 0.3 -0.2
H 0.501624 -7.428610 5.674731 0.0 -0.9 0.4
H -0.237822 -5.963837 6.266699 0.3 0.1 -0.3
H 1.207665 -5.707364 4.088698 -1.0 0.0 0.2
H -0.587756 -5.297752 3.908093 0.4 0.1 -0.3
H 1.648799 -8.087109 3.931050 0.1 -0.2 0.0
H 1.712293 -7.955742 2.170101 0.4 0.2 0.2
H 0.918051 -10.349484 3.549390 -0.2 1.1 -0.9
H 0.805321 -9.941934 1.807682 0.0 -0.1 -0.4
H -1.420819 -11.019548 1.602307 0.0 0.2 0.4
H -2.501403 -10.702193 3.068589 1.5 -0.5 -0.7
H -0.861257 -11.534166 3.225771 -0.1 -0.1 0.1
C -6.266653 1.834767 -9.771317 1.0 0.8 1.7
O -5.166719 1.466020 -8.900694 1.1 0.9 -0.2
C -4.008960 2.315067 -9.140487 -1.5 0.6 0.1
C -3.015026 2.271795 -7.997668 -1.4 0.9 0.5
N -3.858155 2.471091 -6.714837 2.5 -1.0 0.4
H -4.726092 1.917738 -6.733290 0.2 0.0 -0.4
H -3.254551 2.086419 -5.943773 -0.4 0.0 -0.3
C -4.171041 3.871803 -6.399995 -1.0 0.5 0.9
C -5.095213 3.819719 -5.124403 0.3 0.0 -1.0
O -6.392336 3.454308 -5.497127 -0.3 0.0 -0.1
C -7.307264 4.527768 -5.668530 1.1 0.4 0.2
H -7.063894 1.273289 -9.367272 -1.2 -0.4 0.2
H -6.104070 1.561221 -10.780832 0.4 -0.2 -1.1
H -6.443119 2.922272 -9.669265 -0.1 -0.5 -0.2
H -4.410741 3.370970 -9.242966 0.7 -1.0 -0.4
H -3.502991 1.934506 -10.010045 0.2 0.4 -0.8
H -2.211833 3.065929 -8.080981 -1.2 -0.8 0.3
H -2.552293 1.313902 -7.967302 0.3 -0.8 0.5
H -4.692773 4.230813 -7.310073 0.4 0.5 0.8
H -3.251792 4.365756 -6.068814 -0.1 0.0 -0.7
H -5.037052 4.745114 -4.503311 0.0 -0.7 -0.5
H -4.707676 2.957980 -4.587993 0.0 0.3 0.6
H -8.178916 4.070978 -6.068541 -0.9 -0.1 -0.2
H -6.935863 5.285023 -6.387734 -0.1 -0.3 0.3
H -7.484185 5.011718 -4.695952 -0.2 -0.1 -0.3
C -0.426615 6.255839 1.595850 0.6 -1.0 0.2
O 0.605460 5.344834 2.090743 0.1 1.0 -0.6
C 1.929583 5.931502 1.888525 -0.3 -2.1 -1.1
C 2.196243 6.337372 0.401964 -0.2 -0.3 0.6
N 1.721113 5.313199 -0.546530 0.9 0.8 0.0
H 2.654446 4.244719 -0.755882 0.3 -0.7 -0.9
H 0.919415 4.955590 -0.086801 -1.2 -0.8 0.1
C 1.382088 5.768889 -1.934962 1.3 0.3 0.0
C 0.861101 7.188506 -2.145684 -0.1 0.3 1.3
O 1.951753 8.073067 -1.911682 0.5 -1.4 -0.2
C 1.754395 9.434088 -2.001822 -0.2 2.0 -0.9
H -0.244816 6.428541 0.549226 -0.2 0.0 -0.6
H -0.213593 7.216469 2.063996 -1.0 0.1 0.4
H -1.447670 5.772382 1.662440 1.3 0.9 0.5
H 2.607808 5.083220 2.210647 -0.5 1.1 -0.4
H 2.127216 6.810211 2.476808 -0.2 0.4 0.6
H 3.280649 6.426370 0.357882 0.0 0.5 -0.4
H 1.676999 7.260204 0.123987 0.6 0.1 0.6
H 0.712334 5.013531 -2.278648 -0.6 -0.2 -0.6
H 2.316311 5.734101 -2.525650 -0.4 -0.3 0.3
H 0.072092 7.379585 -1.399216 -0.1 0.2 -0.2
H 0.430644 7.352792 -3.132287 0.0 -0.3 -0.2
H 0.983527 9.818892 -1.295763 0.6 -0.2 -0.1
H 1.418344 9.782598 -3.015755 0.1 -0.5 0.5
H 2.751617 9.933437 -1.864964 -1.0 -0.5 0.3
C 4.604302 0.352216 -4.371185 1.4 0.8 1.4
C 4.345411 1.143570 -5.622265 -0.4 0.6 0.3
N 3.407028 2.314883 -5.587383 -2.1 -1.5 -1.3
C 2.766819 2.876683 -4.511596 1.0 0.9 0.7
C 1.789430 3.707638 -4.950858 -0.2 -0.9 -0.1
N 1.701580 3.435688 -6.292874 -1.8 2.8 -0.3
C 2.622097 2.630050 -6.669226 2.3 -1.7 0.4
C 0.760500 4.078490 -7.251073 -0.1 0.3 0.9
H 5.552128 -0.125187 -4.643432 -0.3 -0.6 0.2
H 3.877844 -0.378874 -4.029411 -0.2 0.1 -0.3
H 4.929671 0.958181 -3.492590 -0.5 -0.1 -0.6
H 3.998989 0.412319 -6.334262 -0.3 0.2 -0.7
H 5.285033 1.555933 -5.935744 0.4 0.1 -0.4
H 3.168697 2.773228 -3.529658 0.1 0.0 0.5
H 1.013657 4.295450 -4.485465 0.3 0.0 0.3
H 2.663491 2.197170 -7.651741 0.4 0.0 -0.1
H 0.512282 3.240804 -7.856416 -0.6 -0.3 -1.1
H 1.228600 4.898227 -7.833040 -0.1 -0.6 0.5
H -0.156137 4.444430 -6.724971 1.0 -0.4 -0.2
C 1.239560 -4.356547 -2.814486 -0.5 0.9 -0.1
C 0.103608 -3.544023 -2.145781 -0.4 -1.5 -1.0
N -1.205508 -4.232661 -2.553834 1.5 0.3 2.4
C -1.794954 -5.327720 -1.880035 0.7 0.5 -1.3
C -3.003232 -5.457135 -2.440994 0.6 1.2 -1.1
N -3.148753 -4.477780 -3.408908 0.5 0.1 0.3
C -2.057761 -3.713860 -3.401507 -0.1 0.2 -0.9
C -4.097915 -4.442913 -4.485990 -1.7 1.7 -0.9
H 1.220572 -5.358364 -2.402150 0.0 -0.2 -0.1
H 2.209606 -3.942068 -2.565206 0.1 0.1 0.1
H 1.143340 -4.374229 -3.906081 -0.1 0.0 0.2
H -0.044901 -2.505000 -2.430201 0.3 -0.2 -0.3
H 0.247962 -3.618070 -1.071249 -0.4 0.0 0.1
H -1.261768 -6.067244 -1.310208 0.3 0.5 0.5
H -3.739774 -6.159055 -2.313151 -1.5 -1.5 0.3
H -1.893635 -2.823029 -4.037893 -0.1 -0.6 0.7
H -4.171261 -3.365440 -4.866244 0.6 -1.5 0.2
H -5.123205 -4.569690 -4.101173 0.5 -0.5 -0.1
H -3.854989 -5.173071 -5.287867 -0.2 0.6 0.6
C 1.524341 -0.349494 -1.918310 -0.1 -1.3 2.1
C 1.825335 0.809075 -0.910970 -0.5 0.1 -1.5
N 0.661126 1.654018 -0.495550 -0.7 -0.9 1.7
C -0.311869 2.354716 -1.213258 0.8 -0.2 0.7
C -1.110840 2.909691 -0.269759 -0.7 0.0 0.9
N -0.744989 2.444886 1.044452 1.0 0.7 -4.0
C 0.357339 1.735757 0.837351 0.9 -1.1 -0.4
C -1.331553 2.885739 2.268283 0.5 -1.1 1.9
H 1.319139 -0.158452 -2.943369 -0.2 0.8 -0.8
H 0.657446 -0.969129 -1.554967 0.7 1.0 -0.1
H 2.364269 -1.097162 -1.872506 -0.4 0.9 0.0
H 2.566424 1.538428 -1.231115 0.1 -0.3 -0.4
H 2.200348 0.371574 -0.012770 0.2 -0.3 0.6
H -0.370804 2.393193 -2.312606 0.2 0.0 0.8
H -1.873144 3.655751 -0.462177 -0.1 -0.4 0.3
H 0.946422 1.191722 1.615542 -0.6 0.6 -0.8
H -0.527750 3.141740 2.988593 -0.5 0.2 -0.5
H -1.913586 2.072624 2.750359 0.1 0.6 -0.5
H -1.954657 3.715264 2.037110 -0.5 0.6 0.1
N 3.565453 -1.144112 2.118761 -1.8 0.3 -1.7
O 4.319107 -1.668617 2.902647 0.9 -0.4 1.2
O 3.785133 -1.119201 0.890059 0.1 0.2 0.7
O 2.452433 -0.657980 2.522366 0.2 0.2 0.1
N -1.752851 4.296745 -3.456358 -0.6 -0.6 -2.1
O -0.792456 4.376317 -4.198743 3.3 0.8 -1.6
O -2.712164 3.725900 -3.931521 -2.6 -1.2 0.2
O -1.733240 4.775339 -2.365874 -0.1 1.3 3.4
N -2.054840 -0.143925 -4.519765 1.1 2.1 -0.9
O -1.277120 -0.546728 -3.627056 -0.1 -0.5 -0.2
O -3.222700 -0.479492 -4.589994 -1.1 -1.1 0.4
O -1.641046 0.716204 -5.368065 0.1 -0.4 0.5
N 1.657401 -5.345033 0.787618 -0.3 -0.5 2.2
O 2.337452 -4.976916 -0.127659 1.1 0.7 -1.4
O 0.555049 -5.916652 0.581822 -0.8 -0.3 -0.4
O 2.016052 -5.206538 1.987817 0.1 0.1 -0.5
C -5.080425 -0.082548 1.591805 -0.7 -0.1 -0.1
O -3.887664 -0.403891 0.971802 0.5 0.4 0.5
O -5.252309 -0.930746 2.660702 -0.6 0.5 0.9
C -5.137450 1.384868 1.974449 0.4 2.0 1.8
F -4.354321 1.669449 3.071248 0.1 -0.5 -0.6
F -4.716681 2.235741 1.013722 -0.6 -0.8 0.3
F -6.383048 1.770548 2.408515 0.9 -0.7 -1.1
C -3.821839 -1.801562 0.773175 3.4 -0.5 -2.3
C -2.844245 -1.926634 -0.540540 -0.6 -1.0 1.8
H -1.765222 -1.715206 -0.328152 -1.0 0.4 0.2
H -2.779273 -2.954335 -0.924853 -0.6 0.1 0.2
H -3.243359 -1.276499 -1.283263 0.0 0.5 -0.7
H -4.801998 -2.219340 0.716944 -0.7 -0.4 -0.8
H -3.306095 -2.387789 1.543391 -0.2 0.6 0.4
H -5.871933 -0.180392 0.843372 -0.4 -0.3 -0.1
C 4.612337 3.754873 -1.312054 -0.9 -0.6 0.0
O 5.042680 3.858910 -2.632377 0.6 -1.1 0.1
O 3.267753 3.424526 -1.239896 0.4 1.3 0.9
C 5.470146 2.771590 -0.497716 -1.9 -2.6 0.7
F 5.098214 2.645350 0.834716 0.3 1.4 -1.1
F 5.354233 1.417961 -0.848098 0.7 1.5 -0.8
F 6.692897 3.196229 -0.569129 1.4 -0.4 0.2
C 5.181997 5.221000 -3.117816 -1.6 -1.5 1.2
C 5.799571 5.104425 -4.439377 0.1 -0.4 -0.5
H 5.085492 4.839463 -5.200099 -0.4 -0.3 -0.3
H 6.238755 6.012959 -4.758481 0.7 0.9 -0.2
H 6.527432 4.309670 -4.350685 0.5 0.0 -0.3
H 5.732489 5.727949 -2.364373 0.9 0.9 0.3
H 4.161443 5.576185 -3.096775 -0.2 0.8 -0.4
H 4.957802 4.662882 -0.845699 -0.7 1.0 0.7
```
Forces are in eV/Å.

2S+1 ... 1
Total charge ... +3
Total energy ... -6027.35613 a.u.
LUMO ... -4.14 eV



Record 2
Here is an isolated molecule of C5H11NO at a distorted geometry from the Open Molecules 2025 dataset. Energies are from the ωB97M-V functional and the def2-TZVPD basis.

```
18
Properties=species:S:1:pos:R:3:forces:R:3
C -1.447036 1.264686 -1.215290 -1.9 -1.0 0.7
C -0.319560 1.097958 -0.180064 -1.4 -1.6 2.0
N 0.434914 -0.176620 -0.470149 1.2 4.0 -2.0
C 1.195865 0.292695 -1.688355 1.7 -1.5 -0.1
C 1.231386 -0.633702 0.705267 -4.0 -0.2 0.0
C -0.098781 -1.312554 1.247306 2.2 -1.5 -0.3
O -0.772252 -0.996486 2.171295 -0.5 0.7 0.7
H -2.389947 1.016753 -0.686178 0.4 0.0 0.3
H -1.424175 0.371701 -1.835615 0.3 0.5 -0.8
H -1.867131 2.155049 -1.694376 1.5 0.3 -0.3
H -0.884442 0.776285 0.694861 0.1 0.7 0.4
H 0.297855 1.927871 0.191369 0.1 0.0 -0.8
H 1.099147 1.294102 -2.121698 -1.3 0.0 0.6
H 0.968753 -0.429424 -2.475669 0.6 0.1 -0.2
H 2.272407 0.371380 -1.459250 -0.1 -0.9 -0.1
H 1.898137 -1.449819 0.437513 0.4 0.5 0.1
H 1.487973 0.157727 1.408688 0.8 -0.1 -0.2
H -0.341641 -2.187804 0.614424 -0.2 0.1 0.0
```
Forces are in eV/Å.

2S+1 ... 1
Energy relative to the best compared isomer or geometry (same formula, charge and spin) ... 349.4 kJ/mol
Total energy ... -326.99828 a.u.
LUMO ... 1.01 eV



Record 3
Here is a structure of composition C8H10O5SV at a distorted geometry from the Open Molecules 2025 dataset. Energies are from the ωB97M-V functional and the def2-TZVPD basis.

```
25
Properties=species:S:1:pos:R:3:forces:R:3
V 0.246647 0.418512 1.632248 -1.2 -0.3 2.6
C 1.722398 1.480659 2.001385 10.4 7.2 1.8
O 2.674351 2.135276 2.216675 -5.4 -3.7 -1.0
C -1.111467 -0.513950 2.659945 -7.1 -4.9 2.9
O -2.000716 -1.129810 3.092557 4.5 3.1 -1.8
C 0.881369 -1.006975 0.610058 2.7 -7.4 -6.2
O 1.218100 -1.881067 -0.087289 -1.6 4.4 3.6
C -0.870194 1.337599 0.446689 -5.9 3.9 -6.5
O -1.622465 1.842762 -0.290103 3.6 -2.3 3.7
C -1.463280 -1.189880 -2.782627 -0.2 -0.2 0.2
H -1.722730 -0.251314 -3.281707 0.0 -0.3 0.3
H -0.511805 -1.633594 -3.087065 -0.4 0.0 0.0
C -2.290034 -1.801223 -1.921653 0.6 0.6 0.5
H -2.018889 -2.761423 -1.450086 -0.3 0.5 -0.4
H -3.205990 -1.299363 -1.569555 0.3 -0.5 -0.4
C 3.487811 2.449562 -1.151465 -0.1 -0.1 0.1
S 1.696672 2.544829 -1.236916 1.0 1.8 -0.6
C 1.549404 2.921986 -2.988457 -0.4 -0.1 0.0
O 1.217681 1.130203 -1.055085 -0.8 -1.7 1.2
H 3.899896 3.360459 -1.597259 0.0 -0.2 0.1
H 3.801490 1.541793 -1.678338 0.0 0.3 0.0
H 3.760515 2.386183 -0.095547 0.1 0.1 -0.2
H 1.851179 2.042695 -3.570130 0.0 0.2 0.1
H 0.500702 3.174449 -3.177626 0.2 -0.1 0.0
H 2.182531 3.792774 -3.198595 -0.2 -0.2 0.1
```
Forces are in eV/Å.

2S+1 ... 4
⟨S²⟩ ... 3.7719
Total charge ... +2
Energy relative to the best compared isomer or geometry (same formula, charge and spin) ... 24.7 kJ/mol
Total energy ... -2028.38327 a.u.
LUMO (spin up / spin down) ... -11.24 / -11.33 eV



- Which of these has the lowest total energy?
  C62H141F6N16O28



- What is the 2S+1 in the second record?
  1



- Which formula does entry 1 have?
  C62H141F6N16O28